C5H15N2O3PS in the gas phase in a non-equilibrium geometry, computed with wB97M-V/def2-TZVPD.

Its HOMO-LUMO gap is 10.1 eV. The total energy comes out at -1274.212645 Ha. Its spin multiplicity is 1. The structure (SMILES) is CN(C)P(=O)(N(C)C)S(C)(=O)=O. For the energy above the lowest of the compared OMol25 structures with the same formula, charge and spin, the calculation gives 2.787 eV.

Atoms and positions in Å:
C: 1.27573 -1.51318 1.72803
N: 1.12996 -0.80785 0.45378
C: 2.44570 -0.58028 -0.11273
P: 0.36806 0.69160 0.55065
O: 0.87604 1.72991 1.51404
N: 0.25171 1.22693 -0.99349
C: -0.48976 0.51781 -2.06646
C: -0.34260 2.60988 -0.94867
S: -1.74259 -0.02739 1.11722
C: -2.06813 -1.51216 0.15031
O: -2.48684 0.95332 0.38889
O: -1.87717 -0.28862 2.52766
H: 2.11541 -1.04859 2.44028
H: 0.19117 -1.55946 2.18553
H: 1.62745 -2.52812 1.71368
H: 2.25284 -0.14080 -0.99419
H: 3.25104 -0.04377 0.57532
H: 2.95043 -1.65629 -0.36283
H: -1.57427 0.36560 -1.80360
H: -0.29125 0.77450 -3.10898
H: -0.16084 -0.45629 -1.93807
H: -0.06347 2.91421 0.10593
H: 0.18144 3.30408 -1.75000
H: -1.34760 2.71598 -1.15793
H: -3.13000 -1.93647 0.24839
H: -1.94494 -1.30253 -0.88506
H: -1.39751 -2.40201 0.42229

=====

2 unconnected molecules or ions with the total composition C3H9OS, computed with wB97M-V/def2-TZVPD.

As for the charge: -1. Its HOMO-LUMO gap is 6.5 eV. The total energy comes out at -593.143978 Ha. Its spin multiplicity is 1. For the energy above the lowest of the compared OMol25 structures with the same formula, charge and spin, the calculation gives 0.787 eV.

Atoms and positions in Å:
C: 2.31454 -0.94550 1.02944
S: 2.18644 -0.37285 -0.69146
H: 1.38326 -0.75662 1.57085
H: 2.61112 -1.99162 1.04358
H: 3.05077 -0.33620 1.57142
C: -1.73563 0.27040 -0.99561
O: -1.49797 -1.08460 -0.64494
C: -1.06193 1.17586 0.01095
H: -1.34377 0.45725 -2.00009
H: -2.80338 0.48543 -1.02442
H: -0.51791 -1.15770 -0.69333
H: 0.00079 0.96076 0.14390
H: -1.03215 2.22814 -0.29922
H: -1.55419 1.06725 0.97893

=====

2 unconnected molecules or ions with the total composition C3H11N3 in a non-equilibrium geometry, computed with wB97M-V/def2-TZVPD.

Its HOMO-LUMO gap (alpha / beta) is 9.1 / 8.3 eV. The total energy comes out at -284.976374 Ha. Its spin multiplicity is 1. For the energy above the lowest of the compared OMol25 structures with the same formula, charge and spin, the calculation gives 5.482 eV.

Atoms and positions in Å:
C: 1.10967 -1.06270 -0.42055
C: 1.51792 1.18468 0.38876
C: -1.97649 0.03129 -1.00395
N: -1.33344 0.23226 1.32901
N: 0.86603 0.29168 -0.59497
N: -1.29217 0.67546 0.06560
H: 2.02841 -1.37842 -0.90467
H: 1.20821 -1.33178 0.59832
H: 0.28625 -1.54012 -0.95489
H: 1.35227 0.70433 1.37208
H: 2.58692 1.24096 0.08510
H: 0.87098 2.03335 0.27846
H: -2.90393 -0.12064 -0.68858
H: -1.85649 0.68994 -1.88141
H: -1.42424 -0.91570 -1.16192
H: -1.45042 -0.85480 1.37696
H: -0.49937 0.54035 1.87541